# 1
Entry from the Open Molecules 2025 dataset: a molecular structure, C2H10NO3 in a non-equilibrium geometry (wB97M-V/def2-TZVPD).

Results
M = 96.1 g mol⁻¹
Charge = -1
2S+1 = 1

Atoms and positions in Å:
C  -0.36580  1.57560  -1.87142
N  0.18863  0.29960  -1.40134
C  1.20442  0.34523  -0.38598
O  0.88925  -0.03485  0.86355
H  -1.14739  1.95864  -1.26167
H  -0.72821  1.23936  -2.80463
H  0.33397  2.54781  -2.04875
H  -0.41754  -0.39594  -1.08832
H  1.68251  1.33611  -0.07012
H  2.00642  -0.52407  -0.67390
H  0.75292  -0.90551  1.76258
H  0.87385  -2.19385  2.88188
O  0.41336  -1.85201  2.13582
H  -1.35121  -1.72986  1.42454
H  -2.04762  -0.35357  1.08127
O  -2.28756  -1.31269  1.45649

# 2
Entry from the Open Molecules 2025 dataset: a single C27H25N3O8 molecule (wB97M-V/def2-TZVPD).

Results
M = 519.5 g mol⁻¹
SMILES = COC(=O)c1ccccc1NC(=O)Cn1c(=O)n(-c2cc(OC)c(OC)c(OC)c2)c(=O)c2ccccc21
2S+1 = 1

Atoms and positions in Å:
C  3.63199  -0.36082  1.57549
O  3.35737  0.51636  0.48818
C  2.71408  -0.00989  -0.54920
O  2.40231  -1.19329  -0.57739
C  2.41898  0.96366  -1.61575
C  2.91773  2.26497  -1.51446
C  2.63469  3.20909  -2.47724
C  1.83563  2.86879  -3.56111
C  1.32997  1.59152  -3.68719
C  1.61294  0.62350  -2.72497
N  1.10549  -0.66264  -2.80824
C  0.05431  -1.12308  -3.54118
O  -0.40809  -0.61092  -4.52849
C  -0.45931  -2.47517  -3.00513
N  -0.35978  -2.53830  -1.55776
C  -0.89738  -1.43645  -0.91968
O  -1.59077  -0.64314  -1.51582
N  -0.57667  -1.26993  0.41164
C  -1.07797  -0.07075  1.01841
C  -0.23866  0.99491  1.23466
C  -0.72256  2.17684  1.80346
O  0.23201  3.12724  1.95419
C  -0.06428  4.40420  2.47762
C  -2.07545  2.26757  2.14892
O  -2.57257  3.41520  2.73619
C  -3.60705  4.08072  2.03542
C  -2.91514  1.15316  1.93761
O  -4.20984  1.30090  2.33310
C  -5.09701  0.22346  2.15138
C  -2.41672  -0.00844  1.36951
C  0.28798  -2.07057  1.14268
O  0.64988  -1.75377  2.25510
C  0.66768  -3.31081  0.46602
C  1.38583  -4.27094  1.17592
C  1.75543  -5.45338  0.57516
C  1.39656  -5.68306  -0.74681
C  0.69474  -4.73826  -1.46747
C  0.33022  -3.52617  -0.87738
H  2.70251  -0.70877  2.03199
H  4.20079  -1.22570  1.22805
H  4.21064  0.22111  2.28746
H  3.52845  2.51874  -0.66276
H  3.02919  4.20926  -2.38529
H  1.60660  3.60694  -4.31510
H  0.70101  1.32440  -4.52012
H  1.44620  -1.25229  -2.04481
H  0.14112  -3.26347  -3.45650
H  -1.49912  -2.57788  -3.32826
H  0.80341  0.95883  0.96900
H  0.89858  4.91208  2.53764
H  -0.51169  4.34086  3.47052
H  -0.72696  4.96739  1.81588
H  -4.53557  3.50777  2.04267
H  -3.31432  4.28082  0.99893
H  -3.75496  5.02285  2.56142
H  -4.77928  -0.65705  2.71789
H  -5.19968  -0.03729  1.09349
H  -6.05672  0.56895  2.53325
H  -3.04635  -0.86316  1.19026
H  1.63403  -4.05298  2.20341
H  2.31120  -6.19708  1.12425
H  1.66580  -6.61395  -1.22327
H  0.41855  -4.96271  -2.48542

# 3
Entry from the Open Molecules 2025 dataset: a molecular structure, C6H14 in a non-equilibrium geometry (wB97M-V/def2-TZVPD).

Results
M = 86.2 g mol⁻¹
2S+1 = 1

Atoms and positions in Å:
C  2.59531  0.01816  -0.38593
C  1.28693  -0.71279  -0.11344
C  -0.03256  0.00311  0.13476
C  -0.06218  1.45061  -0.23630
C  -1.22169  -0.86320  -0.20048
C  -2.50832  -0.31038  0.38648
H  2.85500  0.61935  0.49309
H  3.40629  -0.70811  -0.51655
H  2.62481  0.68704  -1.25796
H  1.23779  -1.76718  -0.40464
H  0.98880  -0.60514  0.98987
H  -0.12704  0.10669  1.53588
H  -0.89984  1.89631  0.29654
H  0.86038  1.94735  0.08245
H  -0.17403  1.58898  -1.31616
H  -1.02756  -1.87413  0.18736
H  -1.30034  -0.96940  -1.29231
H  -2.79897  0.62650  -0.10000
H  -3.32483  -1.02249  0.25993
H  -2.37795  -0.11126  1.45743

# 4
Entry from the Open Molecules 2025 dataset: 2 unconnected molecules or ions with the total composition C4H7NSi2 in a non-equilibrium geometry (wB97M-V/def2-TZVPD).

Results
M = 125.3 g mol⁻¹
SMILES = C#C[SiH2]C#C.N=[SiH2]
2S+1 = 1

Atoms and positions in Å:
C  -0.17568  -2.10318  1.49417
C  0.66319  -1.20619  1.52693
Si  1.81700  0.29090  1.28954
C  1.64947  0.61733  -0.45941
C  1.61753  0.66533  -1.67781
H  -0.89230  -2.92904  1.50433
H  3.11370  0.02073  1.73650
H  1.29018  1.49558  2.05415
H  1.57019  1.04653  -2.59251
N  -2.37624  -0.47278  -0.27400
Si  -2.25959  0.71606  -1.31737
H  -1.80296  -0.54856  0.62989
H  -2.06320  0.32296  -2.66364
H  -2.15129  2.08434  -1.25078

# 5
Entry from the Open Molecules 2025 dataset: a single Cl2H2NOP molecule in a non-equilibrium geometry (wB97M-V/def2-TZVPD).

Results
M = 133.9 g mol⁻¹
SMILES = N=P(O)(Cl)Cl
2S+1 = 1

Atoms and positions in Å:
N  -1.49620  -0.15271  -0.82245
P  0.34036  0.10481  -0.10966
O  0.10380  0.07484  1.50410
Cl  1.81560  -1.28798  -0.52642
Cl  1.33968  1.74456  -0.14100
H  -1.32649  -0.24743  -1.77758
H  -0.77677  -0.23610  1.87300

# 6
Entry from the Open Molecules 2025 dataset: 7 unconnected molecules or ions with the total composition C14H40ClO10 in a non-equilibrium geometry (wB97M-V/def2-TZVPD).

Results
M = 403.9 g mol⁻¹
Charge = -1
2S+1 = 1

Atoms and positions in Å:
Cl  0.32486  0.43759  1.29705
O  1.37950  -0.50289  1.43878
O  0.50240  1.40556  2.36450
O  0.44017  1.03691  0.00964
O  -0.91436  -0.29536  1.47002
C  -2.04247  5.66913  -1.94170
C  -1.76421  4.22116  -1.37914
C  -1.43374  4.17916  0.10009
O  -3.07596  3.67479  -1.36681
H  -3.00498  6.09149  -1.65309
H  -2.13342  5.65937  -3.02786
H  -1.29259  6.40127  -1.64213
H  -1.00587  3.67568  -1.94082
H  -0.44431  4.59030  0.30033
H  -1.41740  3.17199  0.51657
H  -2.09605  4.82380  0.67792
H  -3.10816  2.78277  -1.01344
C  -4.73745  -0.04076  1.20756
C  -4.30391  1.27624  0.55143
C  -3.99269  2.30309  1.59264
O  -3.15529  1.05270  -0.29954
H  -5.68845  0.08319  1.72558
H  -3.96567  -0.33116  1.92039
H  -4.87341  -0.87375  0.51782
H  -5.17295  1.63343  -0.00110
H  -3.13100  1.93178  2.14736
H  -4.91215  2.46281  2.15584
H  -3.74097  3.26836  1.15332
H  -2.41248  0.70328  0.19819
C  1.75854  -3.56062  -2.73980
C  1.70982  -2.18924  -2.04390
C  1.84878  -0.97589  -2.88771
O  0.38039  -2.03134  -1.39186
H  2.79707  -3.77931  -2.98824
H  1.15690  -3.49400  -3.64629
H  1.35433  -4.37245  -2.13510
H  2.49649  -2.08051  -1.29729
H  1.63586  -0.06660  -2.32560
H  1.08541  -1.05815  -3.66139
H  2.80386  -0.87218  -3.40266
H  0.58384  -1.40604  -0.69242
C  4.94583  -5.35399  2.23716
C  4.34118  -3.95396  2.29512
C  3.56685  -3.57186  1.06484
O  3.55976  -3.94993  3.42567
H  5.88407  -5.41863  1.68614
H  4.19991  -6.09445  1.94834
H  5.22284  -5.64011  3.25180
H  5.14552  -3.23963  2.47075
H  4.30030  -3.46431  0.26572
H  2.88796  -2.71925  1.08098
H  2.91586  -4.39180  0.76151
H  4.19119  -3.85538  4.14259
C  2.83075  3.68609  0.67288
O  2.18759  3.71331  1.89460
H  3.45993  4.57616  0.67706
H  3.47208  2.80512  0.64694
H  2.17263  3.72900  -0.19495
H  1.75773  2.86259  2.00907
C  -2.91445  -2.25612  -1.28492
O  -2.05531  -3.26093  -1.74967
H  -2.56218  -1.93207  -0.30564
H  -2.84356  -1.35592  -1.89542
H  -3.94344  -2.60843  -1.21322
H  -1.16132  -2.91112  -1.75446

# 7
Entry from the Open Molecules 2025 dataset: a molecular structure, C16H40F4K4N2O16S4 in a non-equilibrium geometry (wB97M-V/def2-TZVPD).

Results
M = 877.1 g mol⁻¹
Charge = +2
2S+1 = 1

Atoms and positions in Å:
K  -17.76369  -0.89756  2.29898
K  -21.02044  1.97054  -2.34542
K  -25.02032  -0.20776  3.23717
K  -20.96809  -1.67622  4.06581
N  -18.72546  0.92733  -2.73193
S  -18.04791  -0.27426  -1.68186
O  -17.53973  0.07176  -0.37755
O  -17.45573  -1.45895  -2.24739
F  -19.49084  -0.80330  -1.34379
S  -17.44699  1.66757  -2.73909
O  -16.49202  1.15804  -3.74681
O  -17.13680  2.52888  -1.58548
F  -18.06232  2.83527  -3.64839
N  -20.18171  0.51777  2.79257
S  -21.40229  0.84474  1.56694
O  -21.28276  1.64518  0.38561
O  -22.71946  0.84607  2.15071
F  -21.32768  -0.62708  0.96302
S  -20.11150  1.96733  3.12330
O  -21.25122  2.87025  3.40738
O  -18.95008  2.60501  2.50615
F  -19.70864  1.60136  4.62621
C  -23.41380  2.12730  5.48914
O  -24.66793  1.52269  5.16639
C  -25.83809  2.00559  5.84938
C  -26.86371  0.90075  5.74095
O  -27.41586  0.80271  4.45061
C  -28.49084  -0.09229  4.51265
H  -23.35443  3.11707  5.03646
H  -22.69740  1.47532  4.98935
H  -23.07442  2.03734  6.52105
H  -26.22644  2.94240  5.44982
H  -25.65015  2.01379  6.92303
H  -27.66110  1.06769  6.46510
H  -26.35139  0.02822  6.14632
H  -29.30852  0.21379  5.16520
H  -28.27555  -1.08676  4.90352
H  -28.89908  -0.13264  3.50279
C  -15.70057  7.46164  -3.63008
O  -16.53201  6.75555  -2.62869
C  -15.84223  6.43782  -1.37171
C  -16.57472  5.38959  -0.59182
O  -17.03534  6.20899  0.53883
C  -18.02784  5.61014  1.38476
H  -15.45563  8.32383  -3.00981
H  -16.22993  7.83636  -4.50613
H  -14.74842  7.01195  -3.91164
H  -15.68957  7.33384  -0.77009
H  -14.87546  5.97909  -1.57911
H  -15.89341  4.63847  -0.19216
H  -17.44278  5.01871  -1.13682
H  -18.96326  5.32238  0.90486
H  -18.41929  6.29377  2.13810
H  -17.58500  4.74828  1.88396
C  -19.98023  5.68187  -2.45129
O  -20.59825  4.61413  -1.65016
C  -21.12192  5.08451  -0.38995
C  -22.59790  5.20423  -0.52446
O  -23.15805  3.98745  -1.12485
C  -24.40978  4.25737  -1.65780
H  -20.57039  6.59566  -2.52045
H  -19.82559  5.30921  -3.46387
H  -19.05083  5.96032  -1.95452
H  -20.66176  6.02023  -0.07249
H  -20.91923  4.36978  0.40767
H  -22.82459  6.05338  -1.16918
H  -23.14360  5.43097  0.39146
H  -24.77960  3.27765  -1.96028
H  -24.27456  4.97310  -2.46868
H  -25.03574  4.73013  -0.90098
C  -16.30600  3.95436  4.77275
O  -15.67615  5.05139  5.53388
C  -14.45103  4.81456  6.24527
C  -13.76454  6.04121  6.72260
O  -14.56292  6.79987  7.70822
C  -13.86421  7.85940  8.33648
H  -15.57562  3.48328  4.11491
H  -17.13917  4.24180  4.13141
H  -16.86391  3.26088  5.40198
H  -13.75196  4.22887  5.64830
H  -14.71973  4.29198  7.16331
H  -13.58464  6.71439  5.88441
H  -12.79213  5.76982  7.13355
H  -14.66794  8.56964  8.53058
H  -13.23979  8.37800  7.60899
H  -13.27857  7.60954  9.22119

# 8
Entry from the Open Molecules 2025 dataset: 2 unconnected molecules or ions with the total composition CH3NO2S in a non-equilibrium geometry (wB97M-V/def2-TZVPD).

Results
M = 93.1 g mol⁻¹
2S+1 = 1

Atoms and positions in Å:
C  0.73761  -0.03706  1.78674
N  -0.78315  0.43518  -1.10348
O  -0.16528  0.72588  1.58445
O  0.53918  -1.48385  -2.07114
S  0.71265  -0.10232  -1.63422
H  1.20216  -0.13696  2.77873
H  -1.50016  -0.27798  -1.15911
H  -0.74301  0.87711  -0.18196

The records above yield energy above the lowest of the compared OMol25 structures with the same formula, charge and spin values of 60.3 1.8 76.9 67.6 56.9 31.7 80.6 67.9 kcal/mol, respectively.